Density functional theory data (ωB97M-V with the def2-TZVPD basis set) for a cluster of 13 separate species, C58H152N10O19 in total in a non-equilibrium geometry.

Each line ends with the Löwdin charge.
Element x y z (Å)
C1 -1.032 -6.485 -2.643  -0.036
C2 -0.849 -6.181 -4.199  -0.416
C3 -0.846 -4.697 -4.497  -0.227
O1 0.179 -4.112 -3.720  -0.237
C4 0.271 -2.744 -4.045  -0.116
N1 0.331 -6.826 -4.695  0.044
H1 -1.053 -7.562 -2.548  0.062
H2 -1.939 -6.048 -2.235  0.061
H3 -0.141 -6.144 -2.068  0.063
H4 -1.737 -6.608 -4.696  0.138
H5 -1.766 -4.190 -4.227  0.116
H6 -0.652 -4.542 -5.564  0.125
H7 -0.706 -2.331 -4.407  0.088
H8 1.023 -2.591 -4.849  0.091
H9 0.493 -2.169 -3.034  0.119
H10 0.344 -6.879 -5.710  0.080
H11 1.134 -6.361 -4.335  0.047
C5 -2.465 3.610 3.379  -0.094
C6 -1.084 3.693 3.924  -0.431
C7 -0.101 2.665 3.244  -0.170
O2 1.168 2.621 3.942  -0.186
C8 2.010 1.672 3.319  -0.126
N2 -0.518 5.063 3.839  0.045
H12 -2.943 2.622 3.236  0.063
H13 -2.501 3.959 2.269  0.099
H14 -3.133 4.316 3.931  0.097
H15 -1.244 3.409 4.978  0.135
H16 0.126 2.935 2.160  0.133
H17 -0.528 1.678 3.210  0.096
H18 2.252 1.857 2.273  0.074
H19 1.582 0.677 3.168  0.053
H20 2.898 1.543 3.906  0.086
H21 0.464 5.019 4.168  0.077
H22 -0.438 5.248 2.845  0.052
C9 -4.476 4.231 -6.255  -0.051
C10 -3.968 3.801 -7.650  -0.385
C11 -3.259 2.401 -7.619  -0.201
O3 -2.369 2.198 -6.544  -0.213
C12 -2.002 0.847 -6.349  -0.092
N3 -5.157 3.734 -8.545  0.024
H23 -3.603 4.197 -5.562  0.069
H24 -5.295 3.648 -5.964  0.054
H25 -4.764 5.289 -6.284  0.080
H26 -3.386 4.617 -8.076  0.127
H27 -2.804 2.211 -8.612  0.125
H28 -4.109 1.733 -7.458  0.113
H29 -1.212 0.621 -7.069  0.064
H30 -2.797 0.181 -6.666  0.081
H31 -1.637 0.655 -5.325  0.093
H32 -5.802 3.074 -8.269  0.024
H33 -4.944 3.526 -9.534  0.082
C13 0.191 3.196 -8.693  -0.043
C14 1.201 3.659 -7.639  -0.407
C15 0.482 3.800 -6.319  -0.223
O4 -0.526 4.778 -6.399  -0.187
C16 -0.956 5.319 -5.153  -0.087
N4 2.186 2.571 -7.475  0.049
H34 0.646 3.306 -9.694  0.087
H35 -0.594 3.963 -8.598  0.078
H36 -0.242 2.235 -8.437  0.059
H37 1.600 4.618 -7.901  0.129
H38 1.191 4.155 -5.594  0.109
H39 0.096 2.782 -6.073  0.117
H40 -1.792 5.965 -5.440  0.092
H41 -0.266 6.015 -4.679  0.083
H42 -1.196 4.562 -4.440  0.072
H43 2.950 2.777 -6.825  0.069
H44 2.663 2.288 -8.316  0.073
C17 -3.356 -1.272 3.307  -0.082
C18 -4.196 -1.038 4.600  -0.252
O5 -3.330 -0.689 5.714  -0.101
H45 -3.011 -0.325 2.854  0.059
H46 -3.947 -1.848 2.561  0.087
H47 -2.454 -1.787 3.497  0.027
H48 -4.680 -1.944 4.950  0.103
H49 -4.920 -0.248 4.425  0.095
H50 -2.444 -0.470 5.432  0.046
C19 1.214 -0.818 -9.851  -0.097
C20 1.666 -1.313 -8.437  -0.309
O6 1.340 -0.462 -7.329  -0.134
H51 1.868 0.020 -10.163  0.065
H52 0.127 -0.605 -9.922  0.076
H53 1.398 -1.592 -10.613  0.064
H54 2.723 -1.629 -8.438  0.101
H55 1.020 -2.230 -8.234  0.115
H56 1.449 0.502 -7.506  0.037
C21 3.886 6.131 -4.781  -0.095
C22 4.864 4.990 -4.450  -0.285
O7 4.193 3.707 -4.726  -0.121
H57 3.488 6.008 -5.809  0.075
H58 4.321 7.148 -4.672  0.081
H59 3.100 6.039 -3.995  0.070
H60 5.194 5.085 -3.380  0.114
H61 5.756 5.087 -5.140  0.114
H62 4.584 2.940 -4.307  0.062
C23 0.309 -9.091 3.094  -0.088
O8 0.060 -7.678 2.870  -0.231
C24 -1.345 -7.425 2.751  -0.246
C25 -1.641 -5.988 2.986  -0.225
N5 -1.281 -5.679 4.353  -0.053
C26 -1.394 -4.301 4.800  -0.216
C27 -0.936 -4.085 6.222  -0.171
O9 0.409 -4.613 6.361  -0.227
C28 0.994 -4.835 7.609  -0.114
H63 0.105 -9.641 2.203  0.068
H64 -0.290 -9.478 3.963  0.097
H65 1.385 -9.191 3.377  0.095
H66 -1.820 -8.070 3.521  0.116
H67 -1.655 -7.871 1.733  0.145
H68 -2.773 -5.870 2.818  0.150
H69 -1.099 -5.393 2.300  0.086
H70 -0.344 -6.066 4.609  0.128
H71 -2.483 -4.145 4.818  0.125
H72 -0.894 -3.588 4.189  0.084
H73 -1.569 -4.699 6.870  0.126
H74 -1.021 -3.054 6.479  0.105
H75 2.080 -4.876 7.391  0.096
H76 0.589 -5.726 8.134  0.094
H77 0.798 -3.956 8.201  0.070
C29 6.934 -2.421 13.207  -0.083
O10 5.821 -2.633 12.301  -0.189
C30 5.478 -1.415 11.723  -0.268
C31 4.355 -1.701 10.746  -0.191
N6 3.770 -0.544 10.040  -0.065
C32 3.114 -0.931 8.816  -0.222
C33 1.881 -0.061 8.676  -0.239
O11 1.434 -0.175 7.366  -0.195
C34 0.284 0.495 7.025  -0.130
H78 7.530 -3.365 13.259  0.100
H79 6.505 -2.073 14.154  0.087
H80 7.582 -1.632 12.839  0.071
H81 6.342 -0.926 11.227  0.131
H82 5.119 -0.752 12.470  0.108
H83 3.599 -2.181 11.293  0.105
H84 4.717 -2.383 9.980  0.121
H85 3.180 -0.042 10.674  0.098
H86 2.952 -2.028 8.850  0.109
H87 3.694 -0.858 7.868  0.129
H88 2.169 0.992 8.897  0.139
H89 1.077 -0.372 9.345  0.128
H90 0.192 0.524 5.954  0.065
H91 0.286 1.551 7.310  0.093
H92 -0.644 0.002 7.444  0.106
C35 -3.318 6.354 -1.790  -0.086
O12 -2.006 5.863 -1.660  -0.203
C36 -1.822 4.618 -1.036  -0.226
C37 -0.390 4.126 -1.015  -0.193
N7 0.425 5.056 -0.251  -0.041
C38 1.837 4.944 -0.427  -0.224
C39 2.568 6.164 0.011  -0.244
O13 2.325 7.260 -0.873  -0.170
C40 3.102 8.376 -0.382  -0.090
H93 -3.793 5.666 -2.525  0.092
H94 -3.195 7.379 -2.158  0.097
H95 -3.958 6.197 -0.877  0.081
H96 -2.469 3.812 -1.356  0.111
H97 -2.153 4.779 0.007  0.116
H98 0.040 3.974 -2.010  0.105
H99 -0.375 3.161 -0.508  0.109
H100 0.046 5.905 -0.556  0.082
H101 2.064 4.631 -1.487  0.133
H102 2.173 4.218 0.223  0.086
H103 3.558 5.859 0.190  0.103
H104 2.226 6.430 1.035  0.135
H105 3.027 9.106 -1.153  0.075
H106 4.161 8.118 -0.359  0.083
H107 2.764 8.680 0.608  0.091
C41 -2.648 0.196 -1.770  -0.099
O14 -4.054 0.042 -1.832  -0.177
C42 -4.646 -0.795 -0.864  -0.273
C43 -5.917 -0.238 -0.429  -0.209
N8 -5.963 1.137 0.128  -0.036
C44 -4.977 1.458 1.115  -0.232
C45 -5.334 2.732 1.824  -0.223
O15 -5.192 3.853 0.926  -0.205
C46 -5.480 5.129 1.506  -0.096
H108 -2.466 1.239 -1.951  0.068
H109 -2.114 -0.416 -2.563  0.096
H110 -2.240 -0.197 -0.793  0.074
H111 -3.894 -0.987 -0.068  0.110
H112 -4.913 -1.808 -1.308  0.136
H113 -6.214 -0.918 0.365  0.113
H114 -6.650 -0.303 -1.253  0.130
H115 -6.027 1.841 -0.593  0.112
H116 -3.993 1.632 0.706  0.116
H117 -4.989 0.687 1.901  0.115
H118 -4.730 2.897 2.691  0.068
H119 -6.407 2.629 2.131  0.138
H120 -4.651 5.446 2.133  0.073
H121 -6.404 5.120 2.113  0.095
H122 -5.573 5.793 0.668  0.063
C47 3.572 -3.243 -3.072  -0.056
O16 2.910 -3.662 -1.842  -0.209
C48 3.010 -5.016 -1.603  -0.296
C49 2.379 -5.376 -0.287  -0.200
N9 3.067 -4.710 0.863  -0.040
C50 2.692 -5.340 2.124  -0.178
C51 2.892 -4.294 3.318  -0.148
O17 1.879 -3.281 3.218  -0.226
C52 1.873 -2.193 4.089  -0.137
H123 2.987 -3.750 -3.893  0.095
H124 4.570 -3.605 -3.157  0.068
H125 3.532 -2.162 -3.098  0.080
H126 4.096 -5.298 -1.724  0.133
H127 2.422 -5.701 -2.355  0.133
H128 2.321 -6.487 -0.202  0.133
H129 1.329 -5.010 -0.454  0.109
H130 2.821 -3.751 0.872  0.076
H131 3.338 -6.241 2.203  0.125
H132 1.661 -5.650 2.203  0.085
H133 3.836 -3.776 3.219  0.114
H134 2.804 -4.759 4.264  0.096
H135 0.849 -1.795 4.201  0.085
H136 2.544 -1.380 3.819  0.071
H137 2.268 -2.463 5.102  0.098
C53 1.669 1.428 -3.687  -0.149
O18 1.354 0.553 -2.700  -0.161
C54 2.194 0.777 -1.614  -0.242
C55 1.954 -0.164 -0.469  -0.185
N10 0.658 0.015 0.172  -0.033
C56 0.167 -1.054 1.075  -0.182
C57 -0.220 -2.353 0.485  -0.274
O19 -1.356 -2.166 -0.245  -0.213
C58 -1.770 -3.265 -1.019  -0.079
H138 1.065 1.212 -4.664  0.119
H139 2.725 1.479 -4.027  0.084
H140 1.503 2.417 -3.412  0.044
H141 2.121 1.785 -1.340  0.093
H142 3.233 0.615 -1.980  0.134
H143 2.753 0.043 0.249  0.120
H144 2.015 -1.217 -0.885  0.122
H145 -0.070 0.199 -0.501  0.077
H146 -0.749 -0.700 1.712  0.139
H147 1.044 -1.238 1.736  0.099
H148 -0.358 -3.096 1.259  0.114
H149 0.573 -2.765 -0.160  0.113
H150 -2.607 -2.930 -1.662  0.095
H151 -2.020 -4.177 -0.436  0.098
H152 -0.950 -3.502 -1.696  0.063

Atoms 1-6, force components in eV/Å:
1.242 0.339 -1.244
-1.331 -0.050 1.333
0.340 -0.290 0.437
-0.131 0.212 -0.335
0.128 1.632 1.649
-0.289 -1.019 -0.309

Calculated values
Spin multiplicity: 1
Net charge: 0
Kohn-Sham gap (eV): 8.94
Energy above the lowest of the compared OMol25 structures with the same formula, charge and spin (kJ/mol): 37.54